No. 1
The following is a quantum chemistry calculation of 2 unconnected molecules or ions with the total composition C23H37N4O2 at a distorted geometry, from the Open Molecules 2025 dataset.

DFT total energy = -34499.466 eV
Net charge = +1
HOMO = -10.405 eV
Frontier orbital gap = 6.139 eV
Lowest unoccupied orbital energy = -4.2651 eV

Geometry as XYZ:
```
66
Properties=species:S:1:pos:R:3:lowdin_charge:R:1
C -2.513 -1.657 1.950 -0.0308
C -3.043 -0.247 2.132 -0.3467
C -1.925 0.807 2.381 -0.0439
C -1.491 1.400 1.079 -0.2238
C -0.458 0.813 0.331 0.0979
C -0.139 1.327 -0.901 -0.1442
C 0.932 0.791 -1.792 -0.0981
C 0.327 0.046 -3.004 -0.0805
C 0.352 0.903 -4.251 -0.4979
N 0.326 0.258 -5.525 0.1151
O 0.343 2.088 -4.169 0.1152
C -0.905 2.417 -1.318 0.0488
N -1.830 2.905 -0.528 0.1035
N -2.166 2.456 0.676 0.2040
O -3.887 0.250 1.107 -0.1137
C -3.711 -0.287 -0.187 -0.1669
C -4.200 0.715 -1.210 -0.2048
C -3.671 0.661 -2.503 -0.0579
C -4.072 1.594 -3.469 -0.0748
C -4.998 2.575 -3.125 -0.0839
C -5.528 2.634 -1.837 -0.0609
C -5.129 1.697 -0.871 -0.0239
H -1.965 -1.913 2.854 0.0913
H -1.820 -1.774 1.121 0.0742
H -3.326 -2.371 1.882 0.0948
H -3.643 -0.261 3.038 0.1501
H -2.341 1.599 2.991 0.1296
H -1.081 0.358 2.896 0.1185
H 0.063 -0.033 0.742 0.1148
H 1.620 0.160 -1.244 0.1136
H 1.461 1.653 -2.188 0.1287
H 0.875 -0.874 -3.178 0.1223
H -0.715 -0.225 -2.843 0.1076
H 1.031 -0.474 -5.545 0.0917
H -0.556 -0.246 -5.612 0.0964
H -0.750 2.872 -2.285 0.1470
H -2.366 3.706 -0.841 0.1894
H -2.658 -0.451 -0.416 0.1015
H -4.232 -1.238 -0.292 0.1433
H -2.949 -0.109 -2.738 0.0964
H -3.646 1.529 -4.458 0.1023
H -5.305 3.301 -3.865 0.1052
H -6.240 3.396 -1.562 0.1057
H -5.535 1.762 0.124 0.1160
C 1.793 -1.193 2.756 -0.1043
C 3.082 -1.992 2.854 -0.2670
N 3.793 -2.060 1.592 -0.2007
C 4.865 -3.046 1.586 -0.2450
C 6.055 -2.824 2.526 -0.0798
C 4.104 -0.781 0.978 -0.2541
C 4.932 0.229 1.782 -0.0746
H 1.155 -1.592 1.962 0.0649
H 1.242 -1.253 3.696 0.0764
H 1.984 -0.135 2.558 0.0631
H 2.829 -3.013 3.150 0.1227
H 3.693 -1.576 3.669 0.1072
H 5.232 -3.143 0.561 0.1125
H 4.414 -4.013 1.825 0.1113
H 6.717 -2.036 2.170 0.0579
H 6.648 -3.737 2.582 0.0748
H 5.739 -2.578 3.540 0.0684
H 3.158 -0.300 0.703 0.0770
H 4.603 -0.980 0.026 0.1157
H 4.592 0.310 2.815 0.0691
H 4.843 1.220 1.332 0.0725
H 5.990 -0.023 1.792 0.0597
```

=====

No. 2
The following is a quantum chemistry calculation of a molecular structure, C23H37O3Os at a distorted geometry, from the Open Molecules 2025 dataset.

DFT total energy = -33038.143 eV
Net charge = +1
<S²> = 6.029
HOMO (alpha / beta) = -9.437 / -10.743 eV
Spin multiplicity = 5
Relative energy (zero: lowest compared OMol25 entry of this formula, charge and spin) = 194.90 kcal/mol
Frontier orbital gap (alpha / beta) = 6.669 / 6.328 eV
Lowest unoccupied orbital energy (alpha / beta) = -2.7684 / -4.4147 eV

Geometry as XYZ:
```
64
Properties=species:S:1:pos:R:3:mulliken_spin:R:1
O 0.552 -0.241 -0.302 -0.0882
C 0.501 -1.579 -0.883 0.0152
C 2.014 -1.710 -0.785 -0.0014
H 0.081 -1.541 -1.883 0.0099
H -0.097 -2.249 -0.274 -0.0009
C 2.040 -0.236 -0.354 0.0300
H 2.535 -1.932 -1.712 -0.0019
H 2.351 -2.393 -0.009 0.0011
C 2.519 0.700 -1.438 -0.0002
H 1.908 0.599 -2.332 0.0013
H 3.549 0.459 -1.701 -0.0005
H 2.488 1.737 -1.117 0.0015
C 2.648 0.063 0.989 -0.0020
H 2.384 -0.693 1.723 0.0011
H 2.314 1.029 1.360 -0.0032
H 3.734 0.088 0.902 0.0000
Os -1.121 0.837 0.701 2.9863
C -1.760 0.925 2.967 -0.0021
C -2.643 0.044 2.310 -0.0646
C -1.899 -1.095 1.929 0.1821
H -3.690 0.204 2.123 0.0585
C -0.571 -0.904 2.330 -0.0642
C -0.467 0.355 2.953 0.1842
H 0.427 0.794 3.362 -0.0105
H -2.027 1.872 3.399 0.0340
H -2.280 -1.927 1.367 0.0421
H 0.243 -1.583 2.143 0.0040
C -2.097 3.037 0.726 -0.1583
C -0.798 3.127 1.278 0.3196
C 0.129 2.794 0.276 -0.0687
H -0.554 3.395 2.291 0.0017
C -0.602 2.498 -0.901 0.0126
C -1.970 2.667 -0.620 0.2511
H -2.778 2.456 -1.295 0.0481
H -3.024 3.200 1.251 0.1335
H 1.198 2.796 0.388 0.0070
H -0.198 2.150 -1.834 0.0294
O 3.037 -3.634 -3.881 -0.0001
C 4.402 -3.622 -3.448 0.0002
C 5.166 -4.518 -4.411 0.0000
H 4.461 -4.007 -2.424 0.0001
H 4.759 -2.592 -3.443 0.0000
C 4.102 -5.541 -4.790 0.0000
H 6.052 -4.960 -3.960 0.0000
H 5.479 -3.953 -5.290 0.0000
C 2.851 -4.678 -4.844 0.0000
H 4.010 -6.298 -4.010 0.0000
H 4.304 -6.048 -5.731 0.0000
H 1.940 -5.225 -4.596 0.0000
H 2.721 -4.237 -5.838 0.0000
C -4.360 1.915 3.562 -0.0022
C -3.597 2.599 2.269 0.0202
C -5.027 2.653 1.384 0.0005
C -3.248 4.027 3.142 0.0230
O -2.569 1.868 1.618 0.0732
H -5.152 2.584 3.971 0.0016
H -3.746 1.716 4.466 -0.0072
H -4.973 1.007 3.388 -0.0002
H -5.850 3.164 1.931 -0.0004
H -4.931 3.216 0.428 0.0014
H -5.355 1.628 1.109 0.0004
H -2.514 3.868 3.960 0.0029
H -2.840 4.850 2.513 -0.0024
H -4.160 4.474 3.593 0.0014
```

=====

No. 3
The following is a quantum chemistry calculation of a molecular structure, C23H38B3IN10O4 at a distorted geometry, from the Open Molecules 2025 dataset.

DFT total energy = -57691.718 eV
HOMO = -10.034 eV
Relative energy (zero: lowest compared OMol25 entry of this formula, charge and spin) = 5.74 kcal/mol
Frontier orbital gap = 9.998 eV
Lowest unoccupied orbital energy = -0.0362 eV

Geometry as XYZ:
```
79
Properties=species:S:1:pos:R:3:lowdin_charge:R:1
C -2.557 -2.932 2.377 -0.0478
C -1.043 -2.597 2.452 -0.2446
O -0.677 -1.371 1.868 -0.1450
C -1.315 -0.256 2.464 -0.0845
B -0.852 0.072 3.943 -0.5081
O -1.797 0.562 4.862 0.2478
B -1.910 -0.468 5.799 -0.2959
O -0.714 -0.823 6.444 0.1737
B 0.344 -0.901 5.555 -1.0849
I 1.922 -2.329 5.950 0.9157
O 0.456 -0.098 4.435 0.2140
H -3.095 -2.199 1.778 0.0774
H -2.678 -3.889 1.864 0.0729
H -2.984 -3.069 3.372 0.0721
H -0.535 -3.365 1.865 0.1204
H -0.663 -2.730 3.481 0.1085
H -1.037 0.614 1.859 0.0998
H -2.410 -0.284 2.443 0.1244
H -2.936 -1.028 5.978 0.1269
C 0.071 -1.646 -1.710 -0.0902
C -1.281 -2.117 -2.016 -0.2776
N -2.332 -2.479 -2.285 0.1235
H 0.371 -0.900 -2.434 0.0348
H 0.093 -1.208 -0.711 0.0728
H 0.762 -2.477 -1.749 0.0565
C -3.160 0.703 -3.973 -0.0617
C -1.809 0.577 -4.523 -0.2713
N -0.747 0.496 -4.938 0.1415
H -3.848 1.021 -4.755 0.0713
H -3.489 -0.254 -3.569 0.0629
H -3.161 1.444 -3.175 0.0810
C -0.367 -2.685 -5.812 -0.0652
C 0.589 -3.781 -5.623 -0.2762
N 1.339 -4.632 -5.483 0.1241
H -1.130 -2.719 -5.035 0.0682
H 0.153 -1.730 -5.755 0.0505
H -0.845 -2.774 -6.785 0.0464
C -0.512 -5.055 -9.326 -0.0660
C -1.658 -4.207 -8.979 -0.2886
N -2.545 -3.544 -8.700 0.1329
H -0.386 -5.829 -8.572 0.0820
H -0.680 -5.521 -10.295 0.0792
H 0.392 -4.451 -9.371 0.0814
C 4.205 -3.354 -3.951 -0.0642
C 3.175 -2.397 -3.540 -0.2413
N 2.370 -1.653 -3.215 0.1520
H 4.267 -4.162 -3.226 0.0844
H 3.951 -3.768 -4.925 0.0646
H 5.169 -2.852 -4.013 0.0801
C -1.679 4.301 3.105 -0.0578
C -1.858 3.383 1.977 -0.2742
N -2.013 2.670 1.098 0.1503
H -2.291 3.971 3.942 0.0822
H -0.633 4.315 3.405 0.0812
H -1.982 5.304 2.814 0.0816
C 3.689 1.422 6.263 -0.0680
C 5.089 1.179 6.622 -0.2652
N 6.179 0.987 6.902 0.1378
H 3.587 2.416 5.831 0.0830
H 3.361 0.681 5.536 0.0529
H 3.063 1.352 7.151 0.0846
C 8.797 2.383 9.007 -0.0800
C 10.197 2.134 9.364 -0.2896
N 11.288 1.941 9.641 0.1170
H 8.697 3.377 8.577 0.0783
H 8.461 1.645 8.280 0.0508
H 8.173 2.314 9.896 0.0786
C -1.752 4.586 -5.435 -0.0651
C -3.105 4.124 -5.762 -0.2858
N -4.156 3.752 -6.010 0.1285
H -1.439 5.344 -6.150 0.0807
H -1.741 5.012 -4.434 0.0795
H -1.059 3.747 -5.475 0.0736
C -5.222 4.597 0.112 -0.0653
C -5.237 4.167 1.513 -0.2900
N -5.237 3.829 2.604 0.1346
H -5.671 5.584 0.025 0.0805
H -4.195 4.635 -0.248 0.0711
H -5.787 3.892 -0.495 0.0835
```

=====

Look up the DFT total energy of the third one.
-57691.718 eV

=====

What is the DFT total energy in the third record?
-57691.718 eV

=====

Which formula does entry 1 have?
C23H37N4O2

=====

Repeat the second record exactly.
The following is a quantum chemistry calculation of a molecular structure, C23H37O3Os at a distorted geometry, from the Open Molecules 2025 dataset.

DFT total energy = -33038.143 eV
Net charge = +1
<S²> = 6.029
HOMO (alpha / beta) = -9.437 / -10.743 eV
Spin multiplicity = 5
Relative energy (zero: lowest compared OMol25 entry of this formula, charge and spin) = 194.90 kcal/mol
Frontier orbital gap (alpha / beta) = 6.669 / 6.328 eV
Lowest unoccupied orbital energy (alpha / beta) = -2.7684 / -4.4147 eV

Geometry as XYZ:
```
64
Properties=species:S:1:pos:R:3:mulliken_spin:R:1
O 0.552 -0.241 -0.302 -0.0882
C 0.501 -1.579 -0.883 0.0152
C 2.014 -1.710 -0.785 -0.0014
H 0.081 -1.541 -1.883 0.0099
H -0.097 -2.249 -0.274 -0.0009
C 2.040 -0.236 -0.354 0.0300
H 2.535 -1.932 -1.712 -0.0019
H 2.351 -2.393 -0.009 0.0011
C 2.519 0.700 -1.438 -0.0002
H 1.908 0.599 -2.332 0.0013
H 3.549 0.459 -1.701 -0.0005
H 2.488 1.737 -1.117 0.0015
C 2.648 0.063 0.989 -0.0020
H 2.384 -0.693 1.723 0.0011
H 2.314 1.029 1.360 -0.0032
H 3.734 0.088 0.902 0.0000
Os -1.121 0.837 0.701 2.9863
C -1.760 0.925 2.967 -0.0021
C -2.643 0.044 2.310 -0.0646
C -1.899 -1.095 1.929 0.1821
H -3.690 0.204 2.123 0.0585
C -0.571 -0.904 2.330 -0.0642
C -0.467 0.355 2.953 0.1842
H 0.427 0.794 3.362 -0.0105
H -2.027 1.872 3.399 0.0340
H -2.280 -1.927 1.367 0.0421
H 0.243 -1.583 2.143 0.0040
C -2.097 3.037 0.726 -0.1583
C -0.798 3.127 1.278 0.3196
C 0.129 2.794 0.276 -0.0687
H -0.554 3.395 2.291 0.0017
C -0.602 2.498 -0.901 0.0126
C -1.970 2.667 -0.620 0.2511
H -2.778 2.456 -1.295 0.0481
H -3.024 3.200 1.251 0.1335
H 1.198 2.796 0.388 0.0070
H -0.198 2.150 -1.834 0.0294
O 3.037 -3.634 -3.881 -0.0001
C 4.402 -3.622 -3.448 0.0002
C 5.166 -4.518 -4.411 0.0000
H 4.461 -4.007 -2.424 0.0001
H 4.759 -2.592 -3.443 0.0000
C 4.102 -5.541 -4.790 0.0000
H 6.052 -4.960 -3.960 0.0000
H 5.479 -3.953 -5.290 0.0000
C 2.851 -4.678 -4.844 0.0000
H 4.010 -6.298 -4.010 0.0000
H 4.304 -6.048 -5.731 0.0000
H 1.940 -5.225 -4.596 0.0000
H 2.721 -4.237 -5.838 0.0000
C -4.360 1.915 3.562 -0.0022
C -3.597 2.599 2.269 0.0202
C -5.027 2.653 1.384 0.0005
C -3.248 4.027 3.142 0.0230
O -2.569 1.868 1.618 0.0732
H -5.152 2.584 3.971 0.0016
H -3.746 1.716 4.466 -0.0072
H -4.973 1.007 3.388 -0.0002
H -5.850 3.164 1.931 -0.0004
H -4.931 3.216 0.428 0.0014
H -5.355 1.628 1.109 0.0004
H -2.514 3.868 3.960 0.0029
H -2.840 4.850 2.513 -0.0024
H -4.160 4.474 3.593 0.0014
```